{
  "formula": "C21H34MnN4P2",
  "method": "wB97M-V/def2-TZVPD",
  "elements": ["H", "N", "P", "H", "H", "C", "H", "H", "H", "C", "C", "N", "H", "H", "H", "N", "C", "C", "H", "C", "C", "H", "H", "H", "H", "H", "C", "H", "C", "H", "H", "C", "C", "C", "P", "H", "H", "N", "H", "H", "C", "H", "H", "H", "H", "C", "H", "Mn", "H", "H", "C", "C", "C", "C", "H", "H", "C", "H", "C", "H", "C", "H"],
  "xyz": [[3.106, 3.303, -2.542], [2.399, 0.670, 0.896], [0.823, -2.064, -0.043], [-1.970, -3.897, -4.583], [-2.935, -2.196, -3.118], [1.049, 3.962, -2.570], [1.338, -4.334, -1.925], [-1.792, 3.916, 0.498], [-2.382, 2.395, 2.788], [2.135, 3.230, -2.069], [-0.234, -4.187, -3.389], [0.711, 2.226, -0.454], [1.131, -2.616, 2.267], [-0.203, 2.533, 1.550], [0.120, -0.699, 3.363], [-0.999, 2.011, 1.171], [-1.545, 2.934, 0.116], [-3.036, -1.807, 0.457], [1.661, 1.496, 4.058], [0.429, -3.827, -2.209], [-1.446, -3.607, -3.690], [2.801, -3.198, -0.659], [3.281, -1.819, 0.303], [3.161, 0.053, 1.100], [-2.598, -2.661, 1.000], [3.356, 1.671, 2.487], [2.360, 1.443, 2.164], [1.825, 2.411, 2.074], [2.859, 1.379, -0.349], [-3.458, -1.140, 1.218], [-3.429, 0.921, -0.870], [-1.278, -2.150, -1.780], [-0.060, -2.766, -1.454], [0.591, -3.014, 1.435], [-1.912, -0.911, -0.640], [-1.448, 0.627, 4.215], [-3.816, -2.173, -0.214], [0.257, 0.221, 2.964], [-3.813, -0.363, -1.987], [3.866, 1.754, -0.282], [1.912, 2.356, -1.023], [-2.464, 0.732, -2.355], [-1.064, 4.442, -2.265], [1.180, 4.500, -3.493], [-2.417, 2.544, -0.371], [-0.852, 1.128, 3.479], [2.235, -0.089, 3.773], [0.139, 0.279, 0.479], [0.941, -4.047, 1.291], [-2.487, 0.824, 2.031], [-0.288, 3.047, -0.815], [1.688, 0.717, 3.300], [2.594, -2.134, -0.481], [-1.779, 1.581, 2.363], [2.718, -1.601, -1.417], [-0.421, 1.986, 3.981], [-1.983, -2.638, -2.854], [-0.467, -3.086, 1.680], [-2.975, 0.203, -1.551], [0.193, -4.914, -4.066], [-0.177, 3.892, -1.921], [2.867, 0.550, -1.061]],
  "atomic_forces_ev_per_a": [[0.0, 0.0, 0.1], [-1.0, 1.6, -0.1], [0.8, 0.6, -0.6], [-0.2, -0.1, -0.2], [-0.1, -0.1, 0.0], [0.2, -0.8, 0.3], [0.1, 0.0, -0.1], [0.0, 0.2, 0.3], [0.0, 0.0, -0.2], [0.0, 0.0, -0.1], [0.3, -0.1, 0.5], [-0.4, 0.6, -0.8], [0.4, 0.4, 0.5], [-0.2, -0.1, -0.1], [0.2, 0.1, 0.1], [-0.5, 0.0, 1.1], [2.1, -0.6, -0.1], [0.1, 0.0, 0.6], [-0.4, -0.1, 0.4], [0.0, 0.2, -0.3], [0.0, 0.1, 0.1], [0.1, 0.2, -0.1], [-0.2, 0.1, -0.1], [0.1, -1.0, -0.3], [0.0, 0.3, -0.5], [0.7, 0.3, 0.1], [-0.8, 0.6, -0.3], [0.4, -0.5, -0.5], [0.1, -0.8, -1.1], [-0.1, -0.1, -0.3], [0.0, 0.0, 0.0], [0.5, -0.3, 0.3], [0.0, 0.2, 0.4], [-0.4, -1.3, 0.0], [0.7, -0.1, 0.2], [-0.2, -0.4, 0.5], [-0.2, -0.1, 0.2], [0.7, 1.2, -0.3], [0.3, 0.0, 0.1], [0.4, 0.3, 0.2], [-0.3, -0.3, 1.3], [0.1, 0.0, 0.1], [0.6, -0.1, 0.2], [0.0, 0.4, 0.0], [-0.3, -0.3, -0.2], [0.7, -0.5, -1.0], [0.3, -0.4, -0.4], [0.1, 0.2, 0.6], [0.0, 0.2, -0.1], [0.0, -0.3, 0.2], [-1.0, -0.1, -0.3], [-1.6, -0.3, 0.3], [-0.5, -0.8, 0.1], [-0.7, 0.9, -0.2], [0.3, 0.1, -0.1], [0.2, 0.2, 0.0], [-0.7, 0.5, -0.6], [0.0, 0.1, 0.1], [-0.6, 0.2, -0.3], [0.0, -0.1, 0.1], [-0.5, -0.1, 0.4], [0.6, 0.0, -0.1]],
  "lowdin_spin": [0.000, 0.010, -0.149, 0.000, 0.000, 0.004, 0.000, 0.000, 0.001, 0.001, -0.001, 0.049, 0.000, 0.003, 0.002, 0.018, 0.005, -0.018, 0.000, -0.008, -0.002, -0.007, 0.000, 0.001, 0.000, 0.000, 0.003, 0.000, 0.005, 0.000, 0.000, -0.006, -0.010, -0.018, -0.137, 0.000, -0.006, 0.038, -0.007, 0.000, 0.009, 0.000, 0.000, 0.000, 0.000, 0.002, 0.000, 4.262, -0.006, 0.001, 0.010, 0.002, -0.025, 0.006, 0.000, 0.000, -0.006, 0.000, -0.027, 0.000, 0.001, 0.001],
  "e_lumo_ev": [-11.4, -9.4],
  "total_charge": 3,
  "spin_multiplicity": 5,
  "s_squared": 6.3641,
  "de_lowest_kcal_mol": 0.00,
  "orbital_gap_ha": [0.2511, 0.3258]
}

{
  "formula": "C3H7NO2S2",
  "method": "wB97M-V/def2-TZVPD",
  "elements": ["C", "C", "O", "S", "C", "H", "H", "O", "S", "H", "H", "H", "H", "N", "H"],
  "xyz": [[0.662, 1.171, -0.202], [-0.568, 0.676, 0.383], [0.393, -0.397, -1.993], [1.469, 2.476, 0.230], [1.016, 0.546, -1.550], [0.054, -2.517, 1.437], [-0.037, -2.361, -0.170], [1.956, 1.221, -2.163], [-1.085, 1.546, 1.965], [-0.846, -3.510, 0.567], [2.071, 2.064, -1.753], [-1.517, 1.057, -0.161], [-2.307, 0.884, 2.080], [-0.620, -2.507, 0.661], [-0.640, -0.348, 0.668]],
  "atomic_forces_ev_per_a": [[-0.4, 0.1, -0.9], [-3.3, 1.9, 1.5], [1.1, 0.6, 0.3], [0.2, 0.8, 1.2], [-1.2, -0.4, 0.3], [-0.3, 0.2, -0.2], [-0.2, 0.3, 0.1], [0.2, -2.0, -2.4], [-0.3, -0.4, 0.3], [-0.3, 0.6, 0.1], [0.5, 1.2, 1.0], [1.9, -1.3, -0.2], [1.2, 0.5, -0.3], [0.8, -1.2, 0.0], [0.1, -0.9, -0.7]],
  "mulliken_charge": [0.487, -0.148, -0.518, -0.375, 0.499, 0.210, 0.197, -0.410, -0.196, 0.260, 0.285, 0.280, 0.150, -0.766, 0.047],
  "smiles": "O=C(O)C(=S)CS.N",
  "e_lumo_ev": -1.5,
  "de_lowest_kcal_mol": 34.90,
  "orbital_gap_ha": 0.2847
}

{
  "formula": "C8H10O2",
  "method": "wB97M-V/def2-TZVPD",
  "elements": ["H", "H", "H", "H", "H", "C", "H", "C", "C", "O", "H", "H", "H", "C", "C", "C", "C", "H", "C", "O"],
  "xyz": [[0.232, 1.383, 1.243], [-2.228, 1.908, 0.968], [2.503, -1.773, 3.131], [-3.197, 1.308, -0.421], [2.216, 1.171, -0.683], [1.763, -0.822, -0.313], [-2.050, -1.878, -0.280], [-1.257, -1.115, -0.334], [1.273, 0.570, -0.597], [2.135, -1.598, -1.336], [0.963, 0.483, -1.663], [-2.985, 0.292, 1.032], [-0.243, 2.125, -0.365], [2.048, -1.710, 2.083], [0.040, 1.155, 0.147], [-2.518, 1.040, 0.374], [1.912, -1.252, 0.968], [1.926, -1.357, -2.331], [-1.249, 0.314, -0.194], [-1.284, -0.246, -1.430]],
  "atomic_forces_ev_per_a": [[-0.5, -0.6, -1.3], [-0.1, 0.0, -0.2], [-1.1, -0.1, -2.3], [-0.2, 0.2, -0.2], [-1.0, 0.3, 0.6], [-1.7, 1.4, -0.2], [0.5, 0.4, 0.2], [0.1, -0.3, -0.7], [0.4, -0.1, -1.7], [0.5, -0.9, -3.1], [0.0, 0.3, 0.5], [-0.2, 0.5, -0.1], [0.7, -0.7, 0.7], [1.1, 0.1, 3.2], [0.1, 0.2, -0.7], [1.0, -1.4, 0.0], [0.3, -0.7, -0.3], [0.2, 0.0, 3.5], [0.3, 2.4, 4.2], [-0.3, -1.0, -2.3]],
  "mulliken_charge": [0.352, 0.356, 0.323, 0.330, 0.382, 0.377, 0.322, -0.902, -0.884, -0.583, 0.308, 0.355, 0.413, -0.198, -0.828, -1.340, -0.248, 0.392, 1.584, -0.512],
  "e_lumo_ev": [0.4, 0.4],
  "de_lowest_kcal_mol": 181.50,
  "orbital_gap_ha": [0.2608, 0.3245]
}

Asked for calculated total energy across the records above, the calculation gives -2872.42144; -1120.08465; -461.04931 Ha in order.